The following is a DFT calculation (ωB97M-V with the def2-TZVPD basis set) of an isolated ion of composition C5H11OS and charge +1 at a distorted geometry.

Computed properties:
Multiplicity: 1
Energy relative to the best compared isomer or geometry (same formula, charge and spin) in eV: 1.700
HOMO level in eV: -15.72
Total energy in a.u.: -670.18225
Net charge: +1

Last columns: bonded neighbours and bond lengths (Å).
CARTESIAN COORDINATES (ANGSTROEM)
1 C -1.0275 -0.4093 -0.9542  C2 1.522, C3 1.463, H8 1.159, H9 1.199
2 C -1.6664 0.4273 0.1446  C1 1.522, C4 1.482, H10 1.095, H11 1.050
3 C 0.1219 0.3733 -1.4077  C1 1.463, S7 1.777, H12 1.112, H13 1.157
4 C -0.5730 0.3435 1.1418  C2 1.482, S7 1.809, H14 1.131, H15 1.179
5 C 2.3176 0.0674 0.8332  S7 1.835, H16 1.224, H17 1.087, H18 1.142
6 O 1.0648 2.3404 0.1837  S7 1.472
7 S 0.8304 0.8875 0.1392  C3 1.777, C4 1.809, C5 1.835, O6 1.472
8 H -0.8260 -1.4872 -0.5798  C1 1.159
9 H -1.8093 -0.5084 -1.8575  C1 1.199
10 H -1.9749 1.3931 -0.2687  C2 1.095
11 H -2.5282 -0.0503 0.5085  C2 1.050
12 H 0.7652 -0.1933 -2.1156  C3 1.112
13 H -0.0119 1.4030 -1.9186  C3 1.157
14 H -0.5012 0.7567 2.1927  C4 1.131
15 H -0.6082 -0.7910 1.4620  C4 1.179
16 H 3.0022 -0.4206 -0.0563  C5 1.224
17 H 1.9586 -0.6695 1.5466  C5 1.087
18 H 2.9119 0.9281 1.2906  C5 1.142